Record 1
The following is a DFT calculation (the ωB97M-V functional and the def2-TZVPD basis) of a molecular structure, C44H28IN4Ru in a non-equilibrium geometry.

Computed properties:
⟨S²⟩: 0.773
Multiplicity: 2
Frontier orbital gap (spin up / spin down): 5.841 / 5.562 eV
Highest occupied orbital energy (spin up / spin down): -7.09 / -7.10 eV

CARTESIAN COORDINATES (ANGSTROEM)
Ru -0.011 -0.068 0.062
C 5.483 -4.734 -2.525
C 5.139 -4.584 -1.193
C 4.210 -3.633 -0.817
C 3.594 -2.830 -1.774
C 3.949 -2.984 -3.111
C 4.895 -3.923 -3.481
C 2.541 -1.881 -1.359
C 2.906 -0.834 -0.518
C 4.253 -0.572 -0.116
C 4.210 0.445 0.785
C 2.839 0.841 0.908
C 2.362 1.844 1.752
C 3.275 2.535 2.671
C 4.426 3.186 2.230
C 5.244 3.852 3.126
C 4.925 3.884 4.473
C 3.774 3.256 4.921
C 2.960 2.583 4.031
C 1.002 2.252 1.798
N -0.039 1.666 1.139
C -1.162 2.390 1.450
C -2.469 2.135 0.986
C -3.533 2.996 1.555
C -3.959 4.133 0.879
C -4.893 4.972 1.455
C -5.417 4.680 2.703
C -5.015 3.535 3.369
C -4.073 2.698 2.802
C -2.829 1.143 0.088
C -4.163 0.926 -0.378
C -4.125 -0.156 -1.199
C -2.772 -0.624 -1.223
N -1.996 0.199 -0.457
C -2.324 -1.741 -1.933
C -0.965 -2.142 -1.991
C -0.501 -3.306 -2.648
C 0.866 -3.321 -2.517
C 1.221 -2.183 -1.759
N 0.091 -1.481 -1.423
C -3.299 -2.555 -2.672
C -3.112 -2.830 -4.029
C -3.994 -3.644 -4.712
C -5.085 -4.193 -4.056
C -5.297 -3.905 -2.716
C -4.413 -3.095 -2.027
C -0.818 3.461 2.306
C 0.538 3.381 2.516
N 2.064 0.056 0.096
H 6.213 -5.472 -2.818
H 5.582 -5.219 -0.440
H 3.941 -3.523 0.222
H 3.496 -2.353 -3.860
H 5.159 -4.028 -4.523
H 5.113 -1.098 -0.483
H 5.030 0.877 1.322
H 4.666 3.196 1.179
H 6.131 4.355 2.769
H 5.571 4.398 5.167
H 3.504 3.291 5.964
H 2.076 2.075 4.384
H -3.548 4.359 -0.094
H -5.205 5.863 0.931
H -6.136 5.345 3.155
H -5.428 3.296 4.339
H -3.759 1.802 3.317
H -5.010 1.525 -0.105
H -4.936 -0.587 -1.752
H -1.111 -4.047 -3.125
H 1.550 -4.057 -2.891
H -2.279 -2.383 -4.552
H -3.834 -3.855 -5.761
H -5.768 -4.841 -4.587
H -6.154 -4.318 -2.204
H -4.565 -2.896 -0.976
H -1.499 4.186 2.709
H 1.156 4.038 3.093
I -0.465 -1.757 2.153

Löwdin population analysis, charges in e, atoms 1 to 4: 1.002, -0.087, -0.074, -0.030

---

Record 2
The following is a DFT calculation (the ωB97M-V functional and the def2-TZVPD basis) of a molecular structure, C2H6B2 in a non-equilibrium geometry.

Computed properties:
Energy above the lowest of the compared OMol25 structures with the same formula, charge and spin: 268.0 kJ/mol
Frontier orbital gap: 9.984 eV
Highest occupied orbital energy: -10.74 eV

CARTESIAN COORDINATES (ANGSTROEM)
B -1.668 1.135 -0.088
B 1.664 -1.599 -0.463
C 1.238 -0.391 0.387
C 0.638 0.431 0.903
H -0.887 1.655 -0.845
H -1.775 0.104 -0.369
H 1.780 -1.454 -1.646
H 1.626 -2.697 -0.117
H -2.500 1.754 0.959
H -0.116 1.063 1.279

natural (NBO) population analysis, charges in e, atoms 1 to 4: 0.220, 0.417, -0.304, -0.161

---

Record 3
The following is a DFT calculation (the ωB97M-V functional and the def2-TZVPD basis) of Br3H2PSi in the gas phase in a non-equilibrium geometry.

Computed properties:
Energy above the lowest of the compared OMol25 structures with the same formula, charge and spin: 38.0 kJ/mol
Frontier orbital gap: 9.296 eV
Highest occupied orbital energy: -10.01 eV
SMILES: P[Si](Br)(Br)Br

CARTESIAN COORDINATES (ANGSTROEM)
Si -0.340 2.332 0.365
P -0.707 0.265 -0.478
Br -2.153 3.550 0.381
Br 0.943 2.612 2.251
Br 1.176 3.555 -1.366
H -1.687 0.404 0.518
H 0.029 -0.534 0.401

natural (NBO) population analysis, charges in e, atoms 1 to 4: 0.883, -0.042, -0.220, -0.253

---

Record 4
The following is a DFT calculation (the ωB97M-V functional and the def2-TZVPD basis) of 2 unconnected molecules or ions with the total composition C4H14NO in a non-equilibrium geometry.

Computed properties:
Total charge: +2
Energy above the lowest of the compared OMol25 structures with the same formula, charge and spin: 54.7 kJ/mol
⟨S²⟩: 0.753
Multiplicity: 2
Frontier orbital gap (spin up / spin down): 12.476 / 5.611 eV
Highest occupied orbital energy (spin up / spin down): -19.52 / -19.52 eV

CARTESIAN COORDINATES (ANGSTROEM)
C 0.176 1.546 -0.085
C 1.201 0.405 0.037
C 1.137 -0.441 1.258
C -0.195 -1.257 1.736
N -0.888 1.290 -1.168
H -0.375 1.772 0.813
H 0.635 2.469 -0.395
H 1.415 -0.143 -0.870
H 2.136 0.963 0.293
H 2.028 -1.042 1.365
H 1.007 0.170 2.216
H -0.672 -0.943 2.672
H 0.217 -2.252 1.819
H -0.970 -1.100 0.975
H -1.512 0.535 -0.865
H -0.484 1.074 -2.078
H -1.506 2.105 -1.246
H -1.442 -1.851 -2.876
H -0.622 -1.906 -1.567
O -1.286 -1.395 -2.033

natural (NBO) population analysis, charges in e, atoms 1 to 4: -0.228, -0.488, -0.239, -0.464

---

Record 5
The following is a DFT calculation (the ωB97M-V functional and the def2-TZVPD basis) of 3 unconnected molecules or ions with the total composition C6H16O2 in a non-equilibrium geometry.

Computed properties:
Energy above the lowest of the compared OMol25 structures with the same formula, charge and spin: 139.4 kJ/mol
Frontier orbital gap: 10.063 eV
Highest occupied orbital energy: -9.59 eV
SMILES: C=CCCCC.O.O

CARTESIAN COORDINATES (ANGSTROEM)
C 1.393 0.770 -2.318
C 1.224 0.433 -0.840
C 0.992 -1.078 -0.684
C 0.227 -1.609 0.545
C -2.213 -2.249 0.179
C -1.214 -1.377 0.209
H 1.067 1.683 -2.813
H 0.771 0.097 -2.928
H 2.401 0.431 -2.580
H 1.997 0.821 -0.183
H 0.357 0.995 -0.465
H 1.993 -1.519 -0.760
H 0.487 -1.457 -1.569
H 0.442 -1.206 1.536
H 0.509 -2.639 0.610
H -2.133 -3.294 0.462
H -3.207 -1.986 -0.165
H -1.543 -0.414 -0.147
H 1.491 1.713 2.863
H 0.650 2.803 2.132
O 1.461 2.641 2.611
H -2.789 1.812 0.893
H -2.212 2.787 1.796
O -2.151 1.843 1.615

natural (NBO) population analysis, charges in e, atoms 1 to 4: -0.621, -0.409, -0.382, -0.449

---

Record 6
The following is a DFT calculation (the ωB97M-V functional and the def2-TZVPD basis) of C2H4NP in the gas phase in a non-equilibrium geometry.

Computed properties:
Energy above the lowest of the compared OMol25 structures with the same formula, charge and spin: 221.1 kJ/mol
⟨S²⟩: 2.036
Multiplicity: 3
Frontier orbital gap (spin up / spin down): 7.577 / 7.554 eV
Highest occupied orbital energy (spin up / spin down): -6.92 / -10.26 eV

CARTESIAN COORDINATES (ANGSTROEM)
C 0.822 0.064 -1.465
C -0.235 -0.237 0.866
N -1.445 -0.592 1.513
P -0.017 -1.133 -0.601
H 0.938 -0.069 -2.499
H 1.253 1.077 -1.171
H 0.199 0.770 1.135
H -1.514 0.122 2.222

natural (NBO) population analysis, charges in e, atoms 1 to 4: -0.666, -0.421, -0.519, 0.726

---

Record 7
The following is a DFT calculation (the ωB97M-V functional and the def2-TZVPD basis) of a molecular structure, C49H33FeN12.

Computed properties:
⟨S²⟩: 0.855
Multiplicity: 2
Frontier orbital gap (spin up / spin down): 5.321 / 4.812 eV
Highest occupied orbital energy (spin up / spin down): -6.46 / -6.56 eV

CARTESIAN COORDINATES (ANGSTROEM)
Fe -0.297 -0.535 -0.570
C 0.398 -6.835 -2.138
C 0.102 -7.057 -0.789
C -0.112 -6.001 0.083
C -0.024 -4.716 -0.433
C -0.219 -3.403 0.162
N -0.437 -3.204 1.469
C -0.881 -2.054 1.902
C -1.288 -1.663 3.260
C -1.149 -2.271 4.495
C -1.687 -1.627 5.602
C -2.377 -0.420 5.476
C -2.550 0.179 4.235
C -1.984 -0.443 3.136
C -2.000 -0.159 1.691
N -2.936 2.007 0.958
C -1.805 2.591 0.928
N -0.200 1.432 -0.227
C -0.163 2.387 -1.138
N 0.372 2.213 -2.365
C 0.731 1.041 -2.821
N 0.436 -0.185 -2.319
C 0.888 -1.146 -3.169
N 0.761 -2.445 -3.067
C 0.291 -3.044 -1.963
N -0.050 -2.449 -0.814
C 0.274 -4.495 -1.782
C 0.493 -5.551 -2.651
C 1.569 -0.492 -4.305
C 2.244 -0.999 -5.398
C 2.827 -0.085 -6.269
C 2.732 1.288 -6.048
C 2.051 1.792 -4.946
C 1.479 0.879 -4.083
C -0.719 3.738 -0.838
C -0.476 4.823 -1.666
C -1.107 6.034 -1.418
C -2.001 6.161 -0.362
C -2.273 5.078 0.464
C -1.622 3.883 0.235
N -1.229 -1.023 1.065
H 0.555 -7.684 -2.790
H 0.036 -8.073 -0.424
H -0.339 -6.164 1.127
H -0.627 -3.213 4.588
H -1.580 -2.070 6.582
H -2.792 0.047 6.358
H -3.104 1.102 4.130
H 0.726 -5.371 -3.691
H 2.311 -2.065 -5.561
H 3.366 -0.444 -7.135
H 3.198 1.968 -6.748
H 1.967 2.854 -4.765
H 0.195 4.698 -2.503
H -0.912 6.880 -2.061
H -2.492 7.108 -0.183
H -2.975 5.160 1.282
C 2.304 4.102 3.249
C 2.672 3.486 2.062
C 1.745 2.781 1.309
C 0.432 2.688 1.757
C 0.060 3.289 2.956
C 0.993 3.999 3.691
N -0.556 1.920 1.074
N -2.869 0.589 0.959
C -3.146 0.148 -0.410
C -4.469 0.298 -0.806
C -4.842 -0.092 -2.077
C -3.887 -0.636 -2.927
C -2.573 -0.770 -2.507
C -2.141 -0.367 -1.235
H 3.032 4.655 3.825
H 3.693 3.552 1.711
H 2.042 2.293 0.391
H -0.958 3.193 3.312
H 0.693 4.470 4.617
H -5.188 0.717 -0.116
H -5.869 0.019 -2.398
H -4.171 -0.952 -3.923
H -1.853 -1.198 -3.195
C 2.464 -0.197 4.132
C 2.427 -0.656 2.717
C 3.262 -1.453 1.964
C 2.696 -1.482 0.675
N 1.587 -0.750 0.641
N 1.451 -0.261 1.886
C 3.193 -2.220 -0.521
H 3.103 -0.846 4.725
H 1.464 -0.207 4.567
H 2.848 0.822 4.198
H 4.159 -1.948 2.291
H 0.643 0.300 2.107
H 4.281 -2.239 -0.531
H 2.846 -1.752 -1.439
H 2.840 -3.253 -0.514

Löwdin population analysis, charges in e, atoms 1 to 4: 0.406, -0.079, -0.080, -0.013